No. 1
{"formula": "C16H9Co2N2O6", "method": "ωB97M-V/def2-TZVPD", "elements": ["O", "C", "Co", "C", "O", "C", "O", "C", "C", "C", "C", "C", "C", "C", "C", "C", "Co", "C", "O", "C", "O", "C", "O", "H", "H", "H", "H", "H", "H", "H", "C", "N", "N", "H", "H"], "coordinates": [[-3.525, -4.097, -2.930], [-2.964, -3.451, -2.156], [-2.016, -2.475, -1.028], [-1.372, -3.943, -0.291], [-0.946, -4.915, 0.160], [-0.650, -1.938, -2.033], [0.212, -1.748, -2.789], [-1.886, -1.577, 0.735], [-0.915, -0.550, 0.832], [0.322, -0.540, 1.398], [1.297, 0.507, 1.530], [2.543, 0.171, 2.118], [3.595, 1.067, 2.111], [3.414, 2.341, 1.556], [2.147, 2.733, 1.102], [1.086, 1.832, 1.078], [-2.357, -0.099, -0.111], [-3.383, -0.682, -1.520], [-4.224, -0.600, -2.324], [-1.526, 1.098, -1.074], [-1.042, 1.911, -1.733], [-3.487, 1.019, 0.749], [-4.098, 1.826, 1.309], [-2.261, -2.155, 1.594], [0.623, -1.501, 1.862], [2.645, -0.830, 2.532], [4.547, 0.794, 2.550], [4.251, 3.032, 1.471], [2.002, 3.753, 0.759], [0.070, 2.131, 0.776], [1.465, 0.844, -1.448], [1.638, 2.158, -1.739], [1.745, 3.291, -1.904], [0.736, 0.323, -2.058], [2.313, 0.274, -1.086]], "total_energy_ev": -107253.938, "orbital_gap_ev": 7.2798, "e_lumo_ha": 0.113, "homo_energy_ev": -4.1937, "charge": -1}

No. 2
{"formula": "C25H50NO6S2", "method": "ωB97M-V/def2-TZVPD", "elements": ["C", "O", "C", "C", "C", "C", "C", "C", "C", "C", "C", "O", "C", "C", "C", "C", "C", "C", "C", "N", "H", "H", "H", "H", "H", "H", "H", "H", "H", "H", "H", "H", "H", "H", "H", "H", "H", "H", "H", "H", "H", "H", "H", "H", "H", "H", "H", "H", "H", "H", "H", "H", "H", "H", "C", "C", "C", "S", "O", "O", "C", "H", "H", "H", "H", "H", "H", "H", "H", "C", "C", "C", "S", "O", "O", "C", "H", "H", "H", "H", "H", "H", "H", "H"], "coordinates": [[-4.437, -1.573, 1.186], [-3.597, -1.296, 2.285], [-3.890, -0.097, 2.969], [-3.858, 1.149, 2.088], [-2.493, 1.274, 1.411], [-2.438, 2.176, 0.168], [-3.624, 2.015, -0.789], [-3.334, 2.373, -2.261], [-3.068, 1.063, -3.066], [-1.911, 1.380, -4.014], [-1.236, 2.513, -3.332], [-0.035, 2.967, -3.592], [0.868, 3.293, -2.481], [1.994, 2.278, -2.312], [3.166, 3.073, -1.717], [1.591, 1.171, -1.307], [1.664, -0.282, -1.796], [0.906, -1.154, -0.780], [1.046, -0.529, -3.184], [-2.051, 3.048, -2.471], [-4.724, -2.622, 1.206], [-5.350, -0.977, 1.187], [-3.912, -1.394, 0.242], [-3.097, 0.017, 3.710], [-4.820, -0.172, 3.539], [-4.681, 1.107, 1.376], [-4.034, 2.027, 2.709], [-1.818, 1.716, 2.146], [-2.069, 0.304, 1.159], [-2.355, 3.223, 0.468], [-1.501, 1.944, -0.348], [-4.043, 1.013, -0.719], [-4.416, 2.677, -0.439], [-4.138, 2.981, -2.668], [-3.938, 0.590, -3.501], [-2.648, 0.384, -2.319], [-2.339, 1.853, -4.912], [-1.296, 0.568, -4.379], [0.324, 3.364, -1.540], [1.282, 4.276, -2.687], [2.283, 1.868, -3.277], [3.982, 2.420, -1.434], [3.491, 3.887, -2.361], [2.801, 3.538, -0.796], [0.592, 1.335, -0.892], [2.272, 1.242, -0.459], [2.692, -0.644, -1.774], [0.944, -2.200, -1.079], [-0.143, -0.850, -0.757], [1.316, -1.043, 0.222], [0.035, -0.918, -3.064], [1.609, -1.302, -3.704], [1.039, 0.347, -3.828], [-1.826, 3.872, -1.930], [7.155, 0.110, -3.563], [8.396, -0.425, -2.837], [8.439, 0.235, -1.453], [6.735, 0.602, -1.018], [6.561, 2.032, -0.950], [6.306, -0.250, 0.061], [6.014, 0.020, -2.554], [6.935, -0.460, -4.464], [7.313, 1.151, -3.854], [8.315, -1.507, -2.727], [9.309, -0.220, -3.394], [8.856, -0.420, -0.693], [8.981, 1.178, -1.469], [5.157, 0.641, -2.805], [5.701, -1.012, -2.398], [-3.296, -3.180, 4.923], [-2.373, -3.033, 6.142], [-2.868, -4.010, 7.216], [-3.657, -5.364, 6.334], [-5.062, -5.363, 6.647], [-2.866, -6.559, 6.467], [-3.441, -4.680, 4.693], [-2.896, -2.682, 4.044], [-4.273, -2.742, 5.143], [-1.350, -3.287, 5.855], [-2.362, -2.011, 6.520], [-2.060, -4.415, 7.820], [-3.620, -3.559, 7.860], [-4.297, -4.952, 4.080], [-2.530, -5.110, 4.277]], "total_energy_ev": -62174.172, "orbital_gap_ev": 8.3967, "e_lumo_ha": -0.116, "homo_energy_ev": -11.5398, "charge": 1}

No. 3
{"formula": "C10H16B3BeCl2F12N4Ni", "method": "ωB97M-V/def2-TZVPD", "elements": ["Be", "Ni", "B", "F", "F", "F", "F", "B", "F", "F", "F", "F", "B", "F", "F", "F", "F", "C", "C", "N", "H", "H", "H", "C", "C", "N", "H", "H", "H", "C", "C", "N", "H", "H", "H", "C", "C", "N", "H", "H", "H", "Cl", "C", "C", "Cl", "H", "H", "H", "H"], "coordinates": [[-1.084, 2.974, 0.541], [1.684, 0.172, -2.807], [2.957, -1.906, -2.975], [3.759, -2.969, -2.719], [3.475, -0.634, -2.699], [2.470, -1.879, -4.222], [1.859, -1.958, -2.206], [0.867, 0.474, 0.410], [-0.448, 0.708, 0.125], [1.455, 1.594, 0.887], [1.044, -0.578, 1.282], [1.518, 0.158, -0.751], [-0.389, 2.658, -2.538], [-1.479, 2.083, -1.860], [-0.733, 3.589, -3.449], [0.294, 3.216, -1.461], [0.456, 1.696, -3.042], [3.202, -2.979, 0.832], [2.149, -3.897, 1.308], [1.339, -4.631, 1.663], [4.124, -3.461, 1.157], [3.054, -2.015, 1.318], [3.106, -2.737, -0.226], [-0.316, -0.427, 3.905], [-0.833, 0.795, 3.364], [-1.274, 1.769, 2.843], [-0.786, -0.796, 4.817], [0.760, -0.332, 4.056], [-0.410, -1.206, 3.149], [-5.903, 1.298, 0.510], [-4.403, 1.310, 0.555], [-3.262, 1.309, 0.597], [-6.118, 0.264, 0.780], [-6.384, 1.603, -0.419], [-6.313, 1.801, 1.386], [3.463, 4.488, -1.948], [3.287, 3.051, -2.192], [3.087, 1.914, -2.381], [4.404, 4.935, -1.627], [2.660, 4.730, -1.252], [3.308, 5.102, -2.835], [-4.420, -2.224, 0.911], [-3.052, -3.018, 1.514], [-1.796, -2.358, 0.730], [-1.665, -2.971, -0.929], [-3.074, -4.095, 1.349], [-3.017, -2.791, 2.579], [-0.840, -2.559, 1.212], [-1.785, -1.268, 0.759]], "total_energy_ev": -117711.717, "orbital_gap_ev": [5.3430, 3.5063], "s2": 3.757, "e_lumo_ha": [-0.392, -0.457], "spin_multiplicity": 4, "homo_energy_ev": [-16.0057, -15.9531], "charge": 2}

No. 4
{"formula": "H5N2O2P", "method": "ωB97M-V/def2-TZVPD", "elements": ["N", "N", "O", "O", "P", "H", "H", "H", "H", "H"], "coordinates": [[-1.892, -0.052, 0.052], [-0.370, 0.487, 0.947], [1.429, 0.919, -0.785], [0.826, -1.422, -0.330], [1.142, -0.057, 0.515], [-1.970, 0.718, -0.609], [-1.521, -0.848, -0.465], [-0.673, 0.234, 1.874], [1.399, 1.848, -0.542], [1.630, -1.827, -0.656]], "total_energy_ev": -16444.475, "orbital_gap_ev": 9.3319, "e_lumo_ha": 0.010, "homo_energy_ev": -9.0538, "charge": 0}

No. 5
{"formula": "C38H51ClMoOP4", "method": "ωB97M-V/def2-TZVPD", "elements": ["P", "C", "C", "H", "C", "H", "C", "H", "C", "H", "C", "H", "C", "C", "H", "C", "H", "C", "H", "C", "H", "C", "H", "C", "C", "H", "C", "H", "C", "H", "C", "H", "C", "H", "Mo", "C", "C", "H", "C", "O", "H", "C", "H", "C", "Cl", "P", "P", "C", "H", "H", "H", "C", "H", "H", "H", "C", "H", "H", "H", "C", "H", "H", "H", "C", "H", "H", "H", "C", "H", "H", "H", "P", "C", "C", "H", "H", "H", "H", "H", "H", "C", "H", "H", "H", "H", "C", "C", "C", "C", "C", "C", "H", "H", "H", "H", "H"], "coordinates": [[1.144, 0.967, -2.412], [2.863, 1.460, -2.722], [3.595, 0.857, -3.745], [3.173, 0.040, -4.311], [4.878, 1.295, -4.032], [5.441, 0.817, -4.822], [5.438, 2.338, -3.308], [6.440, 2.676, -3.533], [4.708, 2.948, -2.299], [5.138, 3.763, -1.733], [3.424, 2.519, -2.006], [2.873, 3.014, -1.220], [0.900, -0.609, -3.276], [1.589, -1.725, -2.799], [2.281, -1.622, -1.976], [1.393, -2.964, -3.386], [1.933, -3.824, -3.016], [0.517, -3.096, -4.456], [0.373, -4.062, -4.921], [-0.162, -1.985, -4.937], [-0.834, -2.083, -5.779], [0.025, -0.742, -4.350], [-0.521, 0.114, -4.712], [0.152, 2.246, -3.234], [0.584, 2.823, -4.426], [1.489, 2.479, -4.907], [-0.148, 3.851, -4.998], [0.186, 4.294, -5.926], [-1.299, 4.318, -4.378], [-1.863, 5.126, -4.824], [-1.716, 3.760, -3.177], [-2.601, 4.136, -2.682], [-0.991, 2.726, -2.605], [-1.294, 2.301, -1.660], [-0.010, 0.018, 2.100], [-1.563, -1.126, 1.613], [-1.862, -1.362, 0.306], [-2.159, -1.579, 2.402], [-0.927, -0.747, -0.686], [-1.602, -0.054, -1.756], [-0.913, 0.344, -2.304], [0.066, 0.132, 0.066], [-0.362, -1.521, -1.211], [0.945, 0.872, -0.668], [1.955, 1.497, 2.318], [-1.359, 1.942, 2.456], [1.511, -1.800, 2.194], [-0.852, 2.917, 3.910], [0.169, 3.256, 3.767], [-0.878, 2.276, 4.784], [-1.512, 3.770, 4.054], [-1.413, 3.192, 1.121], [-2.038, 2.830, 0.309], [-0.404, 3.346, 0.748], [-1.814, 4.138, 1.478], [-3.123, 1.580, 2.772], [-3.179, 0.880, 3.601], [-3.561, 1.113, 1.893], [-3.683, 2.479, 3.019], [2.300, -2.003, 3.824], [1.572, -2.413, 4.516], [2.602, -1.026, 4.188], [3.164, -2.660, 3.757], [0.756, -3.434, 1.870], [0.356, -3.451, 0.858], [-0.063, -3.573, 2.570], [1.473, -4.243, 1.987], [2.922, -1.733, 1.038], [3.267, -0.705, 0.972], [2.598, -2.051, 0.052], [3.740, -2.370, 1.370], [-3.154, -2.393, -0.259], [-3.821, -3.390, 1.094], [-2.563, -3.515, -1.556], [-4.244, -2.746, 1.859], [-3.033, -3.991, 1.537], [-4.603, -4.042, 0.715], [-2.250, -2.933, -2.419], [-3.350, -4.201, -1.857], [-1.712, -4.081, -1.188], [-4.558, -1.499, -0.988], [-4.903, -0.741, -0.290], [-5.377, -2.179, -1.213], [-4.225, -1.014, -1.901], [1.716, 1.407, -0.134], [-0.018, -0.070, 6.965], [-0.136, -1.271, 6.290], [-0.330, -1.268, 4.905], [-0.102, -0.119, 4.213], [0.561, 0.829, 4.924], [0.253, 1.031, 6.260], [-0.042, 0.029, 8.015], [-0.116, -2.158, 6.837], [-0.428, -2.178, 4.352], [0.957, 1.586, 4.391], [0.255, 2.025, 6.726]], "total_energy_ev": -93798.598, "orbital_gap_ev": [6.2535, 6.1503], "s2": 2.045, "e_lumo_ha": [-0.237, -0.244], "spin_multiplicity": 3, "homo_energy_ev": [-12.7114, -12.7978], "charge": 2}